[1]
12
Properties=species:S:1:pos:R:3 method="wB97M-V/def2-TZVPD" smiles=CCCO relative_energy_kcal_mol=22.8 orbital_gap_ev=11.182 multiplicity=1 fmax_ev_per_a=4.1
C -0.4343 0.3328 1.2673
C 0.3961 -0.3934 0.3072
C -0.0366 -0.2150 -1.1416
O 0.9452 -0.7375 -2.0276
H -0.3517 1.4451 1.1834
H -1.4606 -0.1748 1.4092
H 0.0863 0.0860 2.1805
H 0.5490 -1.3412 0.7794
H 1.3236 -0.0191 0.3606
H -1.0492 -0.6484 -1.3422
H -0.1066 0.8838 -1.2831
H 1.0192 -1.7173 -1.9189

[2]
108
Properties=species:S:1:pos:R:3 method="wB97M-V/def2-TZVPD" smiles="COC[C@H](C)N.COC[C@H](C)N.COC[C@H](C)N.COC[C@H](C)N.NC(N)=O.NC(N)=O.NC(N)=O.NC(N)=O.NC(N)=O" relative_energy_kcal_mol=16.5 orbital_gap_ev=8.782 multiplicity=1 fmax_ev_per_a=2.5
C 2.2644 -2.2071 4.4934
O 2.6944 -3.5400 4.5146
C 3.6183 -3.8421 3.4912
C 4.4405 -5.0713 3.9340
C 3.6338 -6.3668 3.9384
N 5.1847 -4.9700 5.1910
H 3.1157 -1.5052 4.4438
H 1.8290 -1.8602 5.4311
H 1.6519 -2.0129 3.6084
H 3.1531 -4.0870 2.5303
H 4.3538 -3.0559 3.2795
H 5.1378 -5.1171 3.0848
H 4.2819 -7.2414 3.9118
H 2.9757 -6.4528 3.0696
H 2.9752 -6.4263 4.8071
H 5.6680 -4.0755 5.1309
H 4.4670 -4.8869 5.9075
C 1.8495 1.1163 1.0232
O 0.6182 0.4621 0.9369
C -0.2120 0.6826 2.0810
C -1.3780 -0.3033 2.0270
C -1.0114 -1.7674 1.9929
N -2.2592 -0.0448 0.8871
H 2.4442 0.7951 0.1643
H 2.4354 0.8166 1.9023
H 1.8002 2.2117 1.0173
H 0.3865 0.5403 2.9920
H -0.5169 1.7303 2.0657
H -1.9085 -0.1135 2.9692
H -1.8635 -2.4263 1.8564
H -0.3538 -2.0623 2.8150
H -0.3379 -2.0088 1.1630
H -1.6591 -0.1806 0.0695
H -2.4545 0.9486 0.7624
C 2.8546 0.2079 -3.9114
O 2.9771 1.3514 -3.1188
C 4.2897 1.7359 -2.6978
C 4.1678 3.1348 -2.0759
C 3.4332 4.1243 -2.9694
N 5.5113 3.6139 -1.7318
H 1.8982 0.1362 -4.4221
H 3.0103 -0.6975 -3.3041
H 3.6302 0.0889 -4.6799
H 4.6205 0.9405 -2.0187
H 4.9203 1.7396 -3.5961
H 3.5623 3.0640 -1.1665
H 2.3815 3.8476 -2.9676
H 3.9133 4.3225 -3.9245
H 3.4174 5.0618 -2.4017
H 6.0195 3.6547 -2.6198
H 6.0138 2.8211 -1.3252
C -0.0173 -3.0956 -1.5912
O -1.2613 -2.8839 -2.1988
C -1.4466 -3.7067 -3.3537
C -2.8936 -3.4883 -3.7723
C -3.9394 -3.5759 -2.6759
N -3.2427 -4.3923 -4.8856
H 0.1208 -2.2457 -0.9195
H 0.8543 -2.9990 -2.2585
H 0.0470 -4.0631 -1.0862
H -0.7435 -3.3974 -4.1334
H -1.2966 -4.7740 -3.1618
H -3.0095 -2.4918 -4.2226
H -4.1316 -4.5671 -2.2587
H -4.9468 -3.2778 -2.9956
H -3.7911 -2.8725 -1.8561
H -2.7452 -4.1629 -5.7370
H -4.2276 -4.2768 -5.0913
N -3.9322 4.6355 0.2861
C -2.6475 4.2582 0.5021
N -2.3404 4.0691 1.8319
O -1.7996 4.0546 -0.3660
H -4.2473 4.9880 -0.5991
H -4.5707 4.7441 1.0502
H -1.3971 3.8112 2.0360
H -3.0198 4.3715 2.5015
N -0.0976 0.0635 -2.6304
C -0.8566 1.1914 -2.5873
N -0.1664 2.3547 -2.6136
O -2.0846 1.1627 -2.4652
H 0.9004 0.1019 -2.6612
H -0.5902 -0.8113 -2.5057
H 0.8385 2.3290 -2.5490
H -0.6350 3.1992 -2.3226
N -4.3488 1.4321 -0.9966
C -5.1161 0.3439 -1.2729
N -4.7531 -0.2602 -2.4185
O -5.8887 -0.1250 -0.4202
H -3.4769 1.5702 -1.5043
H -4.5408 1.9618 -0.1679
H -5.1334 -1.1581 -2.6444
H -4.1145 0.2107 -3.0345
N -7.0417 -1.0037 2.1553
C -6.1988 -0.6242 3.1474
N -4.9813 -0.1826 2.6923
O -6.4919 -0.7284 4.3390
H -7.9191 -1.4317 2.3740
H -6.7855 -0.8857 1.1899
H -4.7531 -0.3332 1.7218
H -4.3146 0.0840 3.3886
N 3.7206 6.9614 1.7499
C 2.9577 6.5655 0.6954
N 2.7154 5.2269 0.5978
O 2.4760 7.3911 -0.0809
H 4.0152 6.3721 2.5022
H 3.8972 7.9505 1.7504
H 3.3244 4.7508 1.2409
H 2.4234 4.8336 -0.2753

[3]
64
Properties=species:S:1:pos:R:3 method="wB97M-V/def2-TZVPD" relative_energy_kcal_mol=0.0 orbital_gap_ev="7.604 / 8.589" s2=3.85 charge=+1 multiplicity=4 fmax_ev_per_a=0.7
Mn -0.0564 -0.8335 2.5772
O -0.2313 -0.4791 4.0919
C 3.6982 -1.7311 0.7792
Si 2.7044 -2.3911 2.2145
C 2.7580 -4.2438 2.3049
C 3.2135 -1.5858 3.8091
O 1.0989 -1.9488 1.9117
H 4.7587 -1.9548 0.9217
H 3.5976 -0.6435 0.7090
H 3.3990 -2.1655 -0.1735
H 3.7798 -4.5868 2.4851
H 2.4141 -4.6997 1.3748
H 2.1347 -4.6182 3.1186
H 4.2525 -1.8329 4.0408
H 2.5984 -1.9223 4.6455
H 3.1366 -0.4978 3.7470
S 0.3852 1.2740 1.6871
Sb 0.1950 1.4083 -0.6096
C -1.8066 1.9103 -1.0153
C -2.4621 1.4020 -2.1320
C -3.7813 1.7605 -2.3718
C -4.4368 2.6222 -1.5033
C -3.7816 3.1221 -0.3854
C -2.4649 2.7650 -0.1359
C 0.6167 -0.2593 -1.8220
C 0.8314 -1.5361 -1.3225
C 1.0952 -2.5742 -2.2066
C 1.1571 -2.3355 -3.5712
C 0.9617 -1.0511 -4.0653
C 0.6953 -0.0088 -3.1914
C 1.4400 2.9552 -1.2574
C 0.8779 4.0858 -1.8396
C 1.7112 5.0985 -2.2948
C 3.0868 4.9760 -2.1622
C 3.6409 3.8459 -1.5738
C 2.8190 2.8279 -1.1168
H -1.9641 0.7163 -2.8064
H -4.2960 1.3656 -3.2377
H -5.4638 2.9026 -1.6962
H -4.2965 3.7877 0.2943
H -1.9632 3.1370 0.7500
H 0.7962 -1.7274 -0.2556
H 1.2585 -3.5729 -1.8221
H 1.3665 -3.1483 -4.2535
H 1.0233 -0.8602 -5.1282
H 0.5706 0.9950 -3.5845
H -0.1969 4.1820 -1.9406
H 1.2846 5.9818 -2.7506
H 3.7335 5.7677 -2.5162
H 4.7140 3.7597 -1.4693
H 3.2559 1.9512 -0.6504
N -2.8930 -1.5718 4.2095
C -3.1002 -1.5872 2.8724
C -4.3679 -1.8702 2.3332
C -4.5260 -1.9238 0.9739
C -3.4279 -1.7124 0.1340
C -2.2240 -1.4535 0.7268
N -2.0476 -1.3741 2.0632
H -3.6979 -1.4968 4.8067
H -2.0326 -1.1517 4.5388
H -5.1965 -2.0512 3.0036
H -5.4995 -2.1403 0.5541
H -3.5131 -1.7576 -0.9412
H -1.3332 -1.3014 0.1246

[4]
19
Properties=species:S:1:pos:R:3 method="wB97M-V/def2-TZVPD" smiles="C=C[Si@](O)([SiH3])CC" relative_energy_kcal_mol=63.4 orbital_gap_ev=10.322 multiplicity=1 fmax_ev_per_a=4.0
C -2.5129 1.0594 -1.3452
C -1.5744 1.1688 -0.4764
Si -0.3145 -0.1037 0.0201
O -0.2870 -1.3807 -1.1489
Si -0.7900 -1.1661 1.9924
C 1.3857 0.7675 -0.1888
C 2.4414 -0.2938 -0.0907
H -3.2697 1.7846 -1.3850
H -2.5061 0.1980 -2.1131
H -1.4631 2.0790 0.0444
H -0.2073 -0.8169 -1.9527
H 0.5692 -1.2596 2.4388
H -1.7579 -0.5084 2.7324
H -0.9880 -2.6231 1.9599
H 1.5226 1.3307 -1.0393
H 1.5839 1.5372 0.6228
H 2.4026 -0.9318 0.8595
H 2.3468 -1.0925 -0.8751
H 3.4187 0.2513 -0.0550

Q: Which of these has the highest multiplicity?
A: C26H30MnN2O2SSbSi

Q: What is the multiplicity in the fourth record?
A: 1